No. 1
Density functional theory data (ωB97M-V/def2-TZVPD) for a gas-phase ion, C3H5O3S2 (charge -1).

## Properties
Net charge = -1
SMILES string = O=S(=O)([O-])C1(S)CC1
Multiplicity = 1
ΔE to the lowest compared entry with this formula, charge and spin = 30.9 kcal per mole
Max |F| = 0.087 Eh/bohr
E = -31005.6444 eV
E_HOMO = -5.1 eV

Last column: Mulliken charge in e.
Positions of all 13 atoms, in Å:
S1 -0.576 1.031 -1.045  1.173
S2 -1.632 -0.605 1.065  -0.361
O1 0.700 1.627 -1.496  -0.717
O2 -1.191 0.189 -2.045  -0.642
O3 -1.475 2.048 -0.390  -0.753
C1 1.227 -0.140 0.832  -0.363
C2 0.729 -1.243 -0.036  -0.921
C3 -0.153 -0.162 0.260  0.413
H1 -2.131 0.650 1.016  0.160
H2 1.127 -1.386 -0.992  0.239
H3 1.815 0.610 0.390  0.383
H4 0.434 -2.172 0.466  0.234
H5 1.126 -0.447 1.975  0.154


No. 2
Density functional theory data (ωB97M-V/def2-TZVPD) for a molecular structure, C3H5O3Sm.

## Properties
Net charge = +1
Multiplicity = 7
ΔE to the lowest compared entry with this formula, charge and spin = 60.5 kcal per mole
Max |F| = 0.131 Eh/bohr
Expectation value of S² = 12.008
E = -27229.2043 eV
E_HOMO (spin up / spin down) = -11.2 / -11.2 eV

Last column: Mulliken charge in e.
Positions of all 12 atoms, in Å:
Sm1 4.420 1.128 -1.837  1.760
O1 2.373 0.913 -0.207  -0.735
O2 0.291 1.009 0.479  -0.332
O3 0.867 -0.594 -0.931  -0.616
C1 -1.308 -0.682 -0.194  -0.914
C2 -0.774 0.170 0.949  -0.277
C3 1.222 0.397 -0.261  0.687
H1 -1.047 -1.740 -0.072  0.313
H2 -2.559 -0.925 0.056  0.279
H3 -0.373 -0.459 1.753  0.258
H4 -1.577 -0.075 -1.067  0.332
H5 -1.536 0.858 1.331  0.245


No. 3
Density functional theory data (ωB97M-V/def2-TZVPD) for a molecular structure, C3H5O3Tl.

## Properties
Net charge = +1
Multiplicity = 2
ΔE to the lowest compared entry with this formula, charge and spin = 91.0 kcal per mole
Max |F| = 0.103 Eh/bohr
Expectation value of S² = 0.766
E = -14014.9890 eV
E_HOMO (spin up / spin down) = -14.7 / -14.4 eV

Last column: Mulliken charge in e.
Positions of all 12 atoms, in Å:
Tl1 -0.606 -0.782 1.572  0.804
O1 -1.437 0.814 -0.249  -0.178
O2 0.808 -1.867 0.058  -0.411
O3 -1.082 -0.575 -0.787  -0.202
C1 1.072 -2.998 -0.306  0.005
C2 -0.385 2.793 0.482  -0.503
C3 -0.356 1.678 -0.239  0.036
H1 0.462 1.357 -0.890  0.391
H2 -1.250 3.068 1.087  0.279
H3 2.047 -3.211 -0.775  0.270
H4 0.270 -3.756 -0.368  0.239
H5 0.458 3.479 0.416  0.269


No. 4
Density functional theory data (ωB97M-V/def2-TZVPD) for a molecular structure, C3H5O3Zn.

## Properties
Net charge = 0
Multiplicity = 2
ΔE to the lowest compared entry with this formula, charge and spin = 9.0 kcal per mole
Max |F| = 0.083 Eh/bohr
Expectation value of S² = 0.752
E = -57749.6527 eV
E_HOMO (spin up / spin down) = -8.2 / -9.1 eV

Last column: Mulliken charge in e.
Positions of all 12 atoms, in Å:
Zn1 -1.159 0.018 -2.241  0.243
O1 -0.766 -1.018 -0.532  -0.520
O2 1.112 -0.442 0.774  -0.444
O3 0.730 0.279 -1.459  -0.789
C1 0.292 -0.079 -0.299  1.164
C2 0.473 0.430 1.743  -0.342
C3 -0.352 1.173 0.694  -0.611
H1 1.247 1.031 2.240  0.242
H2 -0.122 -0.157 2.456  0.228
H3 -1.395 1.292 1.011  0.274
H4 -0.637 -1.881 -0.127  0.285
H5 0.056 2.151 0.411  0.269


No. 5
Density functional theory data (ωB97M-V/def2-TZVPD) for a molecular structure, C3H5O4Zn.

## Properties
Net charge = +1
Multiplicity = 1
ΔE to the lowest compared entry with this formula, charge and spin = 134.7 kcal per mole
Max |F| = 0.154 Eh/bohr
E = -59785.9176 eV
E_HOMO = -13.7 eV

Last column: Mulliken charge in e.
Positions of all 13 atoms, in Å:
Zn1 -1.038 1.420 -0.940  0.701
O1 -1.709 0.671 0.570  -0.352
O2 0.916 1.998 -1.876  -0.651
O3 1.570 0.629 -0.317  -0.513
O4 0.434 -0.057 -2.027  -0.385
C1 0.103 -0.811 1.102  -0.865
C2 -1.195 -0.148 1.405  0.371
C3 1.347 0.868 -1.533  0.923
H1 0.408 -1.594 1.809  0.383
H2 0.873 -0.806 -2.447  0.300
H3 -0.065 -1.473 0.238  0.380
H4 -1.901 -0.772 1.981  0.440
H5 0.257 0.075 2.034  0.269


No. 6
Density functional theory data (ωB97M-V/def2-TZVPD) for 2 unconnected molecules or ions with the total composition C3H5OS.

## Properties
Net charge = -1
Multiplicity = 1
ΔE to the lowest compared entry with this formula, charge and spin = 37.3 kcal per mole
Max |F| = 0.044 Eh/bohr
E = -16074.1141 eV
E_HOMO = -2.7 eV

Last column: Mulliken charge in e.
Positions of all 10 atoms, in Å:
S1 2.540 -0.936 0.487  -0.785
O1 0.828 2.626 0.138  -0.501
C1 0.309 1.573 0.104  0.516
C2 -1.355 -0.208 -0.163  -0.959
C3 -0.027 0.336 0.080  0.002
H1 -2.080 0.570 -0.174  0.318
H2 1.907 -1.894 -0.288  0.017
H3 -1.526 -0.986 0.597  0.274
H4 -1.380 -0.698 -1.199  0.183
H5 0.784 -0.382 0.418  -0.065


No. 7
Density functional theory data (ωB97M-V/def2-TZVPD) for a single C3H5P molecule.

## Properties
Net charge = 0
Multiplicity = 3
ΔE to the lowest compared entry with this formula, charge and spin = 38.2 kcal per mole
Max |F| = 0.126 Eh/bohr
Expectation value of S² = 2.009
E = -12474.9978 eV
E_HOMO (spin up / spin down) = -6.4 / -9.3 eV

Last column: Mulliken charge in e.
Positions of all 9 atoms, in Å:
P1 2.531 -0.084 -0.239  -0.336
C1 -1.183 -0.058 -0.358  -1.053
C2 1.185 -0.338 0.555  0.022
C3 -0.104 -0.326 0.715  0.139
H1 2.580 1.351 -0.358  0.033
H2 -0.652 -0.794 1.632  0.213
H3 -1.937 -0.849 -0.532  0.288
H4 -0.750 0.200 -1.227  0.388
H5 -1.670 0.897 -0.186  0.307


No. 8
Density functional theory data (ωB97M-V/def2-TZVPD) for 2 unconnected molecules or ions with the total composition C3H5PS.

## Properties
Net charge = 0
Multiplicity = 1
ΔE to the lowest compared entry with this formula, charge and spin = 115.2 kcal per mole
Max |F| = 0.056 Eh/bohr
E = -23310.1675 eV
E_HOMO = -7.6 eV

Last column: Mulliken charge in e.
Positions of all 10 atoms, in Å:
S1 -1.294 -0.821 0.342  0.040
P1 2.704 0.048 0.667  -0.288
C1 -0.855 0.816 0.869  -0.511
C2 2.665 -0.894 -0.558  -0.141
C3 -1.790 0.783 -0.262  -0.272
H1 -0.400 -1.205 -0.538  0.114
H2 2.698 -1.568 -1.352  0.438
H3 -1.403 1.046 -1.323  0.222
H4 -2.971 0.922 -0.206  0.238
H5 -1.280 1.150 1.840  0.160